DFT (wB97M-V/def2-TZVPD) results for a structure of composition C4H6AgO2 in a non-equilibrium geometry.

Geometry as ORCA input:
```
! RIJCOSX wB97M-V def2-TZVPD def2/J DEFGRID3
* xyz 1 1
C 0.573 -0.012 1.044
O 0.121 -0.698 2.161
H 1.126 0.906 1.255
H -0.747 -0.397 2.455
C -0.919 1.636 -1.602
C 0.070 0.665 -1.406
C -0.028 -0.285 -0.257
O 1.205 -0.928 0.172
Ag 1.005 -2.967 1.830
H -1.942 1.283 -1.395
H 1.009 1.261 -1.418
H -0.586 0.501 -2.567
H -0.887 -0.963 -0.271
*
```

Output
HOMO-LUMO gap: 5.613 eV
largest force on an atom: 0.0471 Eh/bohr
M: 193.96 g/mol
energy above the lowest of the compared OMol25 structures with the same formula, charge and spin: 79.8 kcal/mol

How positive or negative is each atom? The Löwdin charges in e answer that: atom 1 (C): -0.34, atom 2 (O): -0.01, atom 3 (H): 0.18, atom 4 (H): 0.13, atom 5 (C): 0.04, atom 6 (C): -0.24, atom 7 (C): -0.21, atom 8 (O): -0.03, atom 9 (Ag): 0.92, atom 10 (H): 0.01, atom 11 (H): 0.13, atom 12 (H): 0.24, atom 13 (H): 0.16